[1]
Here is C41H56BaN7O4 as an isolated structure from the Open Molecules 2025 dataset. Energies are from the ωB97M-V functional and the def2-TZVPD basis.

Last column: Löwdin charge in e.
CARTESIAN COORDINATES (ANGSTROEM)
Ba: -0.650622 0.246998 -0.018439  1.8105
C: -4.780235 -0.797563 0.236611  -0.1536
C: -4.914228 0.275695 1.289839  -0.1723
O: -3.706565 0.338976 2.027276  -0.1503
C: -3.695536 1.390190 2.974434  -0.1643
C: -3.511728 2.755704 2.340930  -0.1733
O: -2.325040 2.747111 1.568541  -0.1780
C: -2.271263 3.730153 0.550575  -0.1650
C: -3.302604 3.482813 -0.542636  -0.1811
O: -3.277034 2.101391 -0.829423  -0.2357
C: -4.326541 1.657028 -1.661692  -0.1817
C: -4.152151 0.158141 -1.876171  -0.1613
O: -3.757581 -0.544093 -0.713254  -0.1849
H: -5.746645 -0.943294 -0.258519  0.1402
H: -4.510558 -1.727092 0.734667  0.1214
H: -5.750945 0.014432 1.950784  0.1435
H: -5.133972 1.243158 0.833996  0.1090
H: -2.867757 1.188354 3.650122  0.0994
H: -4.622826 1.396251 3.559318  0.1402
H: -3.447574 3.512239 3.132777  0.1410
H: -4.378311 2.999073 1.722477  0.1147
H: -1.267649 3.649627 0.128048  0.1242
H: -2.397784 4.743344 0.948519  0.1398
H: -3.040014 4.082244 -1.423412  0.1386
H: -4.309308 3.783409 -0.232424  0.1273
H: -4.297872 2.158374 -2.637771  0.1375
H: -5.294478 1.890200 -1.202924  0.1290
H: -3.363824 -0.019342 -2.607567  0.1065
H: -5.086399 -0.249325 -2.276895  0.1384
C: 2.728025 1.503701 4.656758  -0.0516
N: 2.180491 1.830015 3.353180  -0.1457
C: 2.920991 2.834900 2.613066  -0.0209
C: 1.279550 1.008724 2.732534  -0.4133
N: 1.354735 0.652927 1.468757  -0.0969
C: 2.681230 0.544755 0.946546  -0.2378
C: 3.563418 -0.205768 1.694629  -0.0335
C: 4.949154 -0.179176 1.484071  -0.0631
C: 5.453825 0.673698 0.550606  -0.0401
C: 4.587324 1.407291 -0.296406  -0.1699
C: 5.165807 2.306551 -1.225898  -0.0439
C: 4.377882 3.015947 -2.079204  -0.0679
C: 3.004823 2.731290 -2.129807  -0.0381
C: 2.403257 1.808448 -1.301097  -0.2405
N: 1.088117 1.397260 -1.663608  -0.0430
C: 0.946565 0.984045 -2.903026  -0.4337
N: 1.921747 0.408724 -3.647039  -0.1251
C: 2.012860 0.557661 -5.088193  -0.0390
C: 3.018480 -0.325558 -3.045318  -0.0221
N: -0.261304 1.121820 -3.548510  -0.1454
C: -0.885570 -0.067466 -4.125937  -0.0316
C: -1.188234 2.135546 -3.081727  -0.0591
C: 3.166982 1.247727 -0.212920  -0.0718
N: 0.243780 0.598314 3.518417  -0.1211
C: -0.316862 1.504153 4.516295  -0.0272
C: -0.516457 -0.615858 3.236651  -0.0682
H: 3.799699 1.306730 4.557380  0.0970
H: 2.251615 0.611022 5.054422  0.0952
H: 2.599437 2.326382 5.365256  0.0925
H: 2.984996 3.738000 3.223960  0.0989
H: 2.402318 3.077657 1.688711  0.0977
H: 3.935468 2.504444 2.371390  0.0943
H: 3.160587 -0.787781 2.516165  0.1232
H: 5.600259 -0.782211 2.103270  0.1106
H: 6.522009 0.793561 0.421888  0.1156
H: 6.241662 2.426837 -1.228456  0.1150
H: 4.804256 3.740467 -2.760698  0.1093
H: 2.397930 3.188744 -2.902771  0.1197
H: 1.257080 1.250122 -5.446149  0.0938
H: 1.890053 -0.402237 -5.597034  0.0925
H: 3.001813 0.949095 -5.339998  0.0966
H: 2.783536 -0.572843 -2.014089  0.0848
H: 3.949736 0.247236 -3.077061  0.0998
H: 3.155912 -1.256347 -3.599091  0.0938
H: -0.143593 -0.698264 -4.605337  0.0834
H: -1.615549 0.241506 -4.874819  0.0976
H: -1.381363 -0.672708 -3.358991  0.0719
H: -0.632245 2.992626 -2.707035  0.0970
H: -1.853386 1.778356 -2.291461  0.0317
H: -1.806096 2.457576 -3.922746  0.1027
H: 0.414659 1.817450 5.257093  0.0708
H: -1.108228 0.978521 5.046251  0.0911
H: -0.739302 2.394471 4.043876  0.0953
H: 0.063906 -1.286459 2.601324  0.0814
H: -1.481520 -0.412147 2.757114  0.0449
H: -0.723498 -1.133002 4.173372  0.1038
N: -0.036736 -1.841108 -0.994990  -0.2148
C: 0.013345 -3.053496 -0.659056  -0.4112
C: -0.545031 -3.518431 0.665161  -0.2029
C: 0.195437 -4.315245 1.534891  -0.0309
C: -0.280043 -4.593568 2.809944  -0.0737
C: -1.513453 -4.103528 3.222049  -0.0948
C: -2.270129 -3.329969 2.350810  -0.0937
C: -1.780752 -3.039188 1.084953  -0.0747
C: 0.661957 -4.119463 -1.508900  -0.1857
C: 0.145769 -5.409905 -1.580933  -0.0399
C: 0.721742 -6.353357 -2.421925  -0.0811
C: 1.836854 -6.022616 -3.177227  -0.0922
C: 2.371258 -4.742034 -3.094198  -0.0825
C: 1.780982 -3.797753 -2.269961  -0.0411
H: 1.151973 -4.709799 1.212620  0.1216
H: 0.309390 -5.203541 3.483012  0.1050
H: -1.888267 -4.334982 4.210984  0.1033
H: -3.241898 -2.960494 2.658727  0.1023
H: -2.358701 -2.445946 0.385323  0.0830
H: -0.718641 -5.674934 -0.982569  0.1149
H: 0.303507 -7.350050 -2.484294  0.1027
H: 2.292963 -6.761479 -3.823519  0.1013
H: 3.252074 -4.487134 -3.671393  0.0994
H: 2.170671 -2.792636 -2.195798  0.0743

Forces on atoms 1 to 6 (eV/Å):
Ba -2.05 0.46 0.02
C 0.01 0.00 0.05
C 0.05 0.02 -0.02
O -0.01 0.01 0.01
C 0.01 0.07 -0.08
C -0.02 -0.02 0.04

Summary:
gap between HOMO and LUMO = 7.048 eV
net charge = +1
E = -2305.4682 Ha
energy relative to the best compared isomer or geometry (same formula, charge and spin) = 24.0 kcal/mol
LUMO level = -1.80 eV
E_HOMO = -8.85 eV



[2]
Here is C41H56BiCl2F6NO6P2S2Si as an isolated structure from the Open Molecules 2025 dataset. Energies are from the ωB97M-V functional and the def2-TZVPD basis.

Last column: Löwdin charge in e.
CARTESIAN COORDINATES (ANGSTROEM)
Bi: 0.763961 -1.245444 -0.049410  1.5352
C: 2.904361 -0.522744 -3.290110  -0.1727
Si: 1.229361 -0.268144 -2.398710  0.5631
C: 0.831761 1.625156 -2.379610  -0.3064
C: 0.576761 2.295756 -3.572310  -0.1034
C: 0.090361 3.591356 -3.598210  -0.0764
C: -0.215639 4.219556 -2.404210  -0.0793
C: 0.059661 3.588556 -1.201510  -0.0967
C: 0.641561 2.323856 -1.172310  -0.3744
P: 1.196861 1.474556 0.377290  1.0253
C: 0.503461 2.554956 1.764890  -0.4102
C: 0.519361 1.811056 3.110790  -0.2244
C: 0.196961 2.754856 4.277890  -0.1826
C: -0.758139 3.850556 3.820990  -0.1974
C: -0.074239 4.747956 2.778190  -0.1811
C: 0.999661 3.983656 1.991090  -0.2151
C: 3.071861 1.585756 0.047990  -0.3958
C: 3.825361 2.767456 0.664990  -0.1831
C: 4.129861 2.548756 2.142990  -0.1980
C: 4.929361 1.271656 2.359190  -0.1808
C: 4.103261 0.099456 1.844390  -0.1935
C: 3.833761 0.289456 0.357490  -0.2290
C: -0.102639 -1.139944 -3.463510  -0.3077
C: 0.147861 -1.571744 -4.759010  -0.1052
C: -0.674139 -2.486944 -5.395610  -0.0824
C: -1.762939 -3.011844 -4.725610  -0.0646
C: -2.069639 -2.561844 -3.450410  -0.0672
C: -1.258439 -1.626144 -2.828910  -0.4063
P: -1.618839 -0.949644 -1.170410  1.0405
C: -2.893339 0.375856 -1.641110  -0.3704
C: -2.655939 0.922856 -3.052910  -0.1806
C: -3.387539 2.257956 -3.259710  -0.1782
C: -4.633439 2.332456 -2.384810  -0.1976
C: -4.227139 2.369956 -0.907210  -0.1776
C: -2.965639 1.527156 -0.645310  -0.2025
C: -2.525439 -2.188044 -0.102110  -0.4021
C: -2.314939 -1.742944 1.361190  -0.2458
C: -3.271639 -2.476744 2.292590  -0.1734
C: -4.734139 -2.114744 2.002490  -0.1860
C: -4.917639 -1.650544 0.554990  -0.1971
C: -4.016939 -2.450344 -0.382810  -0.1889
H: 2.959061 0.049056 -4.210310  0.0281
H: 3.040561 -1.570644 -3.542410  0.0187
H: 3.752161 -0.226244 -2.680710  0.0167
H: 0.753361 1.775956 -4.499810  0.1063
H: -0.074339 4.097156 -4.537710  0.1090
H: -0.659739 5.205356 -2.402010  0.1099
H: -0.201139 4.102856 -0.291510  0.0855
H: -0.544339 2.610856 1.431090  0.1010
H: 1.489361 1.350156 3.289190  0.0792
H: -0.198439 0.991356 3.085990  0.1009
H: 1.107361 3.218356 4.661190  0.1148
H: -0.241039 2.179256 5.093690  0.1143
H: -1.080739 4.452956 4.671290  0.1088
H: -1.647839 3.383056 3.394490  0.1099
H: 0.400161 5.597956 3.270990  0.1119
H: -0.827339 5.146456 2.094590  0.1060
H: 1.920361 3.963656 2.567090  0.0959
H: 1.219161 4.504956 1.060190  0.0914
H: 3.077661 1.719556 -1.044210  0.0964
H: 3.263161 3.690956 0.521590  0.0975
H: 4.769661 2.880356 0.122190  0.1246
H: 3.196061 2.432756 2.685690  0.0794
H: 4.655361 3.418756 2.540090  0.1182
H: 5.152861 1.149456 3.418790  0.1149
H: 5.876061 1.319056 1.816490  0.1167
H: 3.157161 0.040656 2.384990  0.0796
H: 4.616561 -0.847044 2.014590  0.1001
H: 3.318161 -0.587644 -0.038710  0.0323
H: 4.797861 0.351356 -0.156510  0.1295
H: 1.023161 -1.208044 -5.270810  0.0981
H: -0.439339 -2.818944 -6.395910  0.1069
H: -2.375039 -3.773344 -5.186310  0.1077
H: -2.913639 -2.981344 -2.924610  0.1011
H: -3.854739 -0.147544 -1.628810  0.1035
H: -3.007239 0.194856 -3.785110  0.1184
H: -1.591239 1.071656 -3.229410  0.0773
H: -3.659239 2.363056 -4.311210  0.1139
H: -2.726039 3.087956 -3.006610  0.0954
H: -5.262539 1.464256 -2.591210  0.1125
H: -5.220639 3.218556 -2.632410  0.1099
H: -5.063139 2.009756 -0.304910  0.1055
H: -4.038139 3.403556 -0.608810  0.1100
H: -2.983139 1.153956 0.379790  0.0912
H: -2.072139 2.142756 -0.757810  0.0872
H: -1.967739 -3.123944 -0.244310  0.0876
H: -2.463539 -0.663044 1.463890  0.0971
H: -1.300939 -1.974544 1.685390  0.0358
H: -3.018539 -2.228744 3.324190  0.1134
H: -3.104439 -3.546244 2.166790  0.1243
H: -5.068839 -1.319144 2.669890  0.1071
H: -5.364639 -2.984044 2.191790  0.1086
H: -4.675739 -0.589444 0.471190  0.0909
H: -5.961539 -1.774744 0.256990  0.1141
H: -4.267039 -2.223544 -1.421910  0.0886
H: -4.213539 -3.513944 -0.229810  0.1276
F: 5.463661 -3.658444 2.644590  0.1323
C: 4.872961 -3.911844 1.477990  -0.6464
F: 5.368261 -3.044344 0.587790  0.1250
F: 5.233761 -5.134044 1.095390  0.1400
S: 2.987661 -3.775344 1.576890  0.5658
O: 2.644961 -3.055444 0.372790  -0.4465
O: 2.527761 -5.103144 1.743590  -0.2887
N: 2.861861 -2.839944 2.849390  -0.2735
S: 1.388461 -2.367044 3.088990  0.5246
O: 0.396461 -3.176244 2.459190  -0.3167
O: 1.211461 -0.949144 2.896690  -0.4034
C: 1.153761 -2.532944 4.952090  -0.6536
F: -0.100639 -2.193844 5.271990  0.1306
F: 1.967461 -1.703544 5.606190  0.1364
F: 1.373161 -3.763244 5.395990  0.1521
Cl: 2.318961 -5.921244 -1.057110  0.6701
C: 1.051161 -5.238744 -2.108410  -0.9664
Cl: 1.759061 -4.460944 -3.504010  0.6542
C: 0.245161 -4.233144 -1.248810  -0.7687
O: -0.550739 -4.674744 -0.448810  0.0514
O: 0.478061 -3.012644 -1.512910  -0.3502
H: 0.412761 -6.053244 -2.453310  0.0702

Forces on atoms 1 to 6 (eV/Å):
Bi 0.02 -0.52 0.34
C -0.50 -0.12 0.52
Si 0.51 0.77 -1.90
C 0.16 -0.38 0.49
C 0.15 -0.13 0.01
C 0.00 0.02 0.01

Summary:
gap between HOMO and LUMO = 8.654 eV
net charge = 0
E = -5604.9246 Ha
LUMO level = -0.18 eV
E_HOMO = -8.83 eV



[3]
Here is a 8-piece molecular cluster, C41H57BF4N8O overall from the Open Molecules 2025 dataset. Energies are from the ωB97M-V functional and the def2-TZVPD basis.

Last column: Mulliken spin population.
CARTESIAN COORDINATES (ANGSTROEM)
C: -8.714156 -2.900764 -0.214348  0.0000
N: -7.857336 -2.835654 -1.418978  0.0000
C: -6.596256 -2.330724 -1.357268  0.0000
C: -5.884856 -2.117054 -2.528348  0.0000
C: -6.423906 -2.446094 -3.740878  0.0000
C: -7.709556 -3.040924 -3.749438  0.0000
C: -8.393816 -3.255504 -2.574828  0.0000
C: -5.636696 -2.239854 -4.933198  0.0000
C: -4.935956 -1.057194 -5.173048  0.0000
C: -4.054666 -0.859834 -6.216068  0.0000
N: -3.945616 -1.795294 -7.153148  0.0000
C: -4.619856 -2.975044 -7.053938  0.0000
C: -5.391286 -3.221544 -5.907148  0.0000
C: -2.994736 -1.604664 -8.314458  0.0000
H: -9.237236 -1.945524 -0.169578  0.0000
H: -8.097456 -2.953404 0.682872  0.0000
H: -9.354706 -3.782384 -0.190368  0.0000
H: -6.257726 -1.960524 -0.400848  0.0000
H: -4.938396 -1.609944 -2.412508  0.0000
H: -8.227226 -3.344394 -4.647388  0.0000
H: -9.462766 -3.409544 -2.569048  0.0000
H: -4.935206 -0.342534 -4.363328  0.0000
H: -3.462696 0.021736 -6.413058  0.0000
H: -4.705716 -3.713764 -7.837088  0.0000
H: -6.067476 -4.063484 -5.924538  0.0000
H: -3.016426 -2.402034 -9.057318  0.0000
H: -2.021446 -1.508754 -7.833218  0.0000
H: -3.238696 -0.650284 -8.781068  0.0000
B: 0.598904 1.116106 -0.851398  0.0000
F: 1.714144 1.850776 -0.654088  0.0000
F: 0.858084 -0.175014 -1.161918  0.0000
F: -0.106166 1.122736 0.277112  0.0000
F: -0.166996 1.573846 -1.897628  0.0000
C: 6.547954 -0.102534 4.717392  0.0253
C: 6.078674 -1.507004 5.273742  0.0074
C: 5.017114 -2.095164 4.267272  0.0079
C: 5.614214 -2.830894 3.028232  -0.0027
C: 6.578164 -3.899304 3.487602  0.0070
C: 7.717204 -3.333244 4.427042  -0.0046
N: 7.210964 -2.476204 5.543192  0.3650
O: 8.156024 -2.064914 6.530392  0.5746
C: 8.190654 -4.606624 5.099482  0.0135
C: 8.803394 -2.703034 3.529782  0.0228
C: 5.276704 -1.357274 6.529502  0.0073
H: 7.126404 -0.339624 3.824482  -0.0028
H: 7.284714 0.389386 5.352452  -0.0021
H: 5.697254 0.545406 4.506252  0.0010
H: 4.313114 -2.804174 4.702902  0.0010
H: 4.409354 -1.301974 3.831872  -0.0005
H: 6.015284 -2.108434 2.317372  -0.0002
H: 4.878434 -3.309944 2.382292  0.0002
H: 7.062584 -4.220624 2.565542  -0.0007
H: 5.970084 -4.700514 3.907602  -0.0019
H: 9.082414 -4.394414 5.689262  0.0015
H: 7.398444 -5.108764 5.654772  -0.0070
H: 8.493444 -5.265874 4.285972  -0.0004
H: 9.514624 -3.387704 3.067742  0.0011
H: 8.366514 -2.065624 2.761062  -0.0024
H: 9.334074 -1.964114 4.130182  -0.0039
H: 4.262044 -0.971314 6.431512  0.0006
H: 5.738394 -0.707834 7.273272  -0.0015
H: 5.115734 -2.267364 7.107362  -0.0054
N: -1.666806 -4.130124 2.938462  0.0000
C: -1.867426 -5.468224 2.734602  0.0000
C: -2.869986 -5.902234 3.611612  0.0000
C: -3.128766 -4.847664 4.482492  0.0000
C: -2.455966 -3.723774 4.049662  0.0000
H: -1.049736 -3.519204 2.422612  0.0000
H: -1.288056 -6.039544 2.024442  0.0000
H: -3.162046 -6.932994 3.748142  0.0000
H: -3.729936 -4.955514 5.373202  0.0000
H: -2.439886 -2.683104 4.337972  0.0000
N: 0.074034 5.492576 4.734142  0.0000
C: -0.700946 5.050186 5.724392  0.0000
C: -1.434206 6.111946 6.151682  0.0000
C: -1.143076 7.196156 5.299622  0.0000
C: -0.138246 6.786356 4.434182  0.0000
H: 0.707494 4.886216 4.232982  0.0000
H: -0.721636 4.037176 6.098282  0.0000
H: -2.150706 6.183916 6.956562  0.0000
H: -1.560066 8.192036 5.272162  0.0000
H: 0.281814 7.309136 3.587642  0.0000
N: 2.019834 7.123126 -3.730818  0.0000
C: 3.112654 7.485896 -4.436138  0.0000
C: 2.867154 8.730756 -4.930968  0.0000
C: 1.573804 9.154606 -4.502558  0.0000
C: 1.124984 8.113686 -3.680088  0.0000
H: 2.035684 6.285046 -3.167368  0.0000
H: 3.944854 6.799156 -4.483248  0.0000
H: 3.589894 9.243106 -5.548658  0.0000
H: 1.099734 10.120536 -4.595508  0.0000
H: 0.225534 8.058466 -3.084818  0.0000
N: -5.263396 3.371216 2.226002  0.0000
C: -5.838866 3.632666 1.013972  0.0000
C: -7.221926 3.424776 1.090602  0.0000
C: -7.434256 2.963326 2.410332  0.0000
C: -6.233226 2.911926 3.099022  0.0000
H: -4.275016 3.432046 2.424802  0.0000
H: -5.127176 3.906976 0.249342  0.0000
H: -8.037986 3.683966 0.432362  0.0000
H: -8.376466 2.733406 2.885502  0.0000
H: -5.966576 2.680206 4.119622  0.0000
N: 3.278634 0.351156 -6.544008  0.0000
C: 4.213764 -0.627674 -6.672588  0.0000
C: 5.008854 -0.326624 -7.820528  0.0000
C: 4.396354 0.764636 -8.398288  0.0000
C: 3.389854 1.278166 -7.530758  0.0000
H: 2.662484 0.419756 -5.746668  0.0000
H: 4.173434 -1.421144 -5.941028  0.0000
H: 5.903394 -0.810414 -8.184008  0.0000
H: 4.858544 1.128106 -9.304188  0.0000
H: 2.769544 2.162046 -7.550218  0.0000

Forces on atoms 1 to 6 (eV/Å):
C 0.47 0.48 0.83
N 0.76 -0.49 0.56
C -1.22 0.13 -0.50
C 0.11 0.47 1.49
C -1.58 -1.17 0.28
C 0.48 -0.28 -0.15

Summary:
gap between HOMO and LUMO = 2.377 eV
multiplicity = 2
net charge = +1
E = -2533.7507 Ha
LUMO level = -6.46 eV
E_HOMO = -8.84 eV